10
Properties=species:S:1:pos:R:3:mulliken_charge:R:1 method="wB97M-V/def2-TZVPD" de_lowest_kcal_mol=127.85 e_homo_ev=-10.143 lumo_ev=-2.0 energy_ev=-8764.4623 orbital_gap_ev=8.16
C -0.10 2.18 -1.90 -0.5157
C 0.18 1.46 -0.92 -0.2918
C 0.18 0.39 -0.19 0.7753
C -0.99 -0.25 0.41 -0.2216
O -0.47 -1.40 1.06 -0.1501
N 0.87 -1.46 0.87 -0.2840
C 1.27 -0.46 0.16 -0.3305
H -1.69 -0.47 -0.47 0.2556
H -1.58 0.36 1.09 0.2924
H 2.32 -0.35 -0.09 0.4705

10
Properties=species:S:1:pos:R:3:mulliken_charge:R:1 method="wB97M-V/def2-TZVPD" de_lowest_kcal_mol=52.57 e_homo_ev=-9.248 lumo_ev=0.3 energy_ev=-8767.7266 orbital_gap_ev=9.52
N 3.10 -0.76 -0.03 -0.4663
C 2.03 -0.32 -0.02 0.1178
C 0.66 0.09 -0.01 0.0442
C 0.09 1.34 0.21 0.0543
O -1.21 1.38 0.21 -0.4933
C -1.65 -0.42 -0.06 -0.2580
C -0.43 -0.86 -0.17 -0.0998
H 0.68 2.26 0.38 0.3919
H -2.68 -0.81 -0.20 0.3918
H -0.60 -1.93 -0.32 0.3174

Copy entry 2 word for word.
10
Properties=species:S:1:pos:R:3:mulliken_charge:R:1 method="wB97M-V/def2-TZVPD" de_lowest_kcal_mol=52.57 e_homo_ev=-9.248 lumo_ev=0.3 energy_ev=-8767.7266 orbital_gap_ev=9.52
N 3.10 -0.76 -0.03 -0.4663
C 2.03 -0.32 -0.02 0.1178
C 0.66 0.09 -0.01 0.0442
C 0.09 1.34 0.21 0.0543
O -1.21 1.38 0.21 -0.4933
C -1.65 -0.42 -0.06 -0.2580
C -0.43 -0.86 -0.17 -0.0998
H 0.68 2.26 0.38 0.3919
H -2.68 -0.81 -0.20 0.3918
H -0.60 -1.93 -0.32 0.3174